33
Properties=species:S:1:pos:R:3:forces:R:3:mulliken_charge:R:1 method="wB97M-V/def2-TZVPD" lumo_energy_ev=-0.015 max_force_ha_per_bohr=0.031 smiles="Cc1occc1-c1nnc(SCC(=O)c2ccc(F)cc2)o1" total_charge=0 molar_mass_g_mol=318.3 spin_multiplicity=1 relative_energy_kcal_mol=0.00
C 1.966 4.071 3.786 -0.1 0.0 0.3 -1.19
C 1.212 2.927 4.346 0.1 -0.6 -1.0 0.06
C 0.829 1.734 3.772 0.0 0.5 0.8 1.18
C 0.123 1.012 4.781 0.0 0.3 0.4 -0.91
C 0.133 1.813 5.874 -0.3 -0.8 -0.2 -0.45
O 0.786 2.965 5.617 0.1 0.4 0.2 -0.37
H -0.271 1.689 6.858 0.0 0.1 0.2 0.46
H -0.317 0.042 4.680 -0.1 -0.2 0.1 0.50
C 1.088 1.301 2.434 0.5 0.5 -0.7 0.47
N 1.743 1.930 1.505 -0.2 0.6 1.4 -0.46
N 1.747 1.151 0.410 -0.3 -1.2 -1.0 -0.33
C 1.087 0.079 0.720 0.5 0.6 -0.4 0.49
S 0.786 -1.306 -0.262 -0.1 -0.4 -0.2 -0.17
C 1.351 -0.641 -1.871 0.0 0.2 0.4 -0.98
H 1.877 -1.444 -2.384 0.0 0.0 0.0 0.54
C 0.159 -0.142 -2.671 0.3 0.0 0.2 0.65
O 0.020 1.038 -2.887 0.0 0.0 0.0 -0.59
C -0.810 -1.152 -3.160 -0.4 -0.1 -0.3 0.41
C -1.892 -0.683 -3.910 0.2 -0.1 0.1 -0.49
C -2.838 -1.552 -4.413 -0.1 -0.2 0.0 -0.51
C -2.693 -2.905 -4.156 0.2 0.1 0.1 0.38
C -1.634 -3.401 -3.414 -0.2 -0.1 -0.1 -0.87
C -0.692 -2.521 -2.918 -0.1 0.3 -0.1 -0.20
H 0.125 -2.914 -2.334 0.1 -0.1 0.0 0.32
H -1.559 -4.461 -3.233 0.0 -0.1 0.0 0.43
F -3.606 -3.764 -4.641 0.1 0.1 0.0 -0.31
H -3.676 -1.201 -4.994 -0.1 0.0 -0.1 0.44
H -1.970 0.379 -4.087 0.0 0.1 0.0 0.45
H 2.020 0.190 -1.649 0.0 -0.1 -0.2 0.46
O 0.635 0.095 1.990 -0.1 0.0 0.1 -0.31
H 2.205 3.860 2.748 0.0 0.1 0.0 0.34
H 1.373 4.982 3.852 0.0 0.1 0.0 0.29
H 2.885 4.230 4.349 0.1 0.0 0.0 0.29